DFT (the ωB97M-V functional and the def2-TZVPD basis) results for a molecular structure, C25H19MgN6O6SSe.

Orbital gap (eV): 6.188
F_max (eV/Å): 0.77
Total charge: -1
HOMO energy (eV): -5.626

Last column: Löwdin charge in e.
Element x y z (Å)
Mg1 0.35001 -0.09420 0.75924  0.626
O1 -2.18355 4.43388 -0.65345  0.040
C1 -3.07490 3.79782 0.12256  -0.279
C2 -4.34182 4.36952 0.25721  -0.026
C3 -5.30479 3.76588 1.04211  -0.097
C4 -5.02926 2.57698 1.71572  -0.102
C5 -3.77526 2.00932 1.58459  -0.033
C6 -2.78534 2.59598 0.79500  -0.079
C7 -1.46333 1.92477 0.69353  -0.428
O2 -1.26894 0.83636 1.35276  -0.108
N1 -0.56061 2.51657 -0.07817  0.055
N2 0.62403 1.78484 -0.02463  -0.038
C8 1.72278 2.31134 -0.38627  -0.064
C9 2.98857 1.62307 -0.12211  -0.167
C10 4.12543 2.03342 -0.82629  -0.081
C11 5.36581 1.47061 -0.61021  -0.124
C12 5.48014 0.48387 0.37817  -0.104
C13 4.38836 0.08121 1.11677  -0.028
C14 3.09384 0.61206 0.89639  -0.379
O3 2.08058 0.17549 1.58836  -0.140
H1 -1.34553 3.89552 -0.62452  0.058
H2 -4.54076 5.29421 -0.26994  0.111
H3 -6.28268 4.22570 1.13124  0.097
H4 -5.78261 2.10572 2.33260  0.093
H5 -3.52171 1.09138 2.09953  0.111
H6 1.73428 3.30454 -0.83908  0.131
H7 4.01054 2.81562 -1.57355  0.106
H8 6.22912 1.79236 -1.17896  0.088
H9 6.44606 0.03063 0.57099  0.096
H10 4.48036 -0.67620 1.88626  0.111
Se1 2.54136 -1.51310 -2.07358  1.191
N3 2.89362 -3.14448 -1.50782  -0.193
C15 2.14239 -3.34414 -0.44688  -0.364
C16 2.06346 -4.53720 0.34263  0.021
C17 1.25982 -4.50603 1.42622  -0.027
C18 0.51607 -3.32864 1.76241  -0.059
N4 0.48234 -2.23733 1.05380  0.093
C19 1.28582 -2.25463 -0.06622  -0.456
N5 1.31374 -1.18548 -0.84190  -0.247
H11 2.58534 -5.43750 0.04907  0.124
H12 1.11780 -5.39810 2.02004  0.116
H13 -0.11205 -3.33900 2.64654  0.131
N6 -1.76558 -1.09083 -0.82659  0.099
C20 -1.74722 -2.50519 -0.89730  -0.338
C21 -2.33849 -3.26693 0.10300  -0.050
C22 -2.11922 -4.63704 0.16778  -0.063
C23 -1.31217 -5.26926 -0.77101  -0.267
C24 -0.78710 -4.51638 -1.82013  -0.052
C25 -1.00655 -3.14672 -1.88648  -0.057
S1 -0.84789 -6.98898 -0.57342  0.408
O4 -1.83450 -7.52943 0.34525  -0.364
O5 0.49848 -6.90954 -0.00465  -0.371
O6 -0.87638 -7.53667 -1.91621  -0.357
H14 -2.48578 -0.71075 -0.22845  0.086
H15 -1.74448 -0.62448 -1.72195  0.101
H16 -2.93672 -2.77039 0.86181  0.113
H17 -2.56003 -5.23882 0.95368  0.110
H18 -0.19573 -5.01910 -2.57693  0.119
H19 -0.56635 -2.55935 -2.68769  0.101

---

DFT (the ωB97M-V functional and the def2-TZVPD basis) results for a molecular structure, C25H19N5O2Zr.

Orbital gap (eV): 5.430
ΔE to the lowest compared entry with this formula, charge and spin (eV): 0.000
F_max (eV/Å): 0.76
Total charge: +2
HOMO energy (eV): -13.858

Last column: Löwdin charge in e.
Element x y z (Å)
Zr1 -0.23391 0.25783 0.25772  1.923
O1 -0.56497 0.22066 2.13761  -0.259
C1 -1.46068 1.16708 2.60528  -0.303
C2 -2.49843 0.75111 3.42067  0.004
C3 -3.36988 1.69048 3.94515  -0.022
C4 -3.20172 3.04892 3.67990  -0.037
C5 -2.15797 3.46268 2.88107  -0.004
C6 -1.28046 2.53318 2.30174  -0.152
C7 -0.20383 3.03399 1.46175  -0.001
N1 0.31646 2.30316 0.53404  -0.153
N2 1.44402 2.74636 -0.16005  0.117
C8 1.98853 1.76343 -0.79861  -0.357
O2 1.43604 0.51218 -0.75057  -0.258
C9 3.22415 1.92119 -1.55718  -0.168
C10 3.77265 3.19266 -1.73808  -0.011
C11 4.95486 3.32965 -2.44022  -0.046
C12 5.59157 2.20745 -2.95845  -0.042
C13 5.04763 0.94299 -2.78210  -0.051
C14 3.86052 0.79765 -2.08468  -0.020
H1 -2.58771 -0.29875 3.66528  0.132
H2 -4.17244 1.36272 4.59227  0.125
H3 -3.87329 3.77498 4.11515  0.123
H4 -2.00710 4.51653 2.68251  0.131
H5 0.20987 4.02551 1.63637  0.160
H6 3.27482 4.05923 -1.32643  0.116
H7 5.38442 4.31130 -2.58339  0.117
H8 6.51895 2.32197 -3.50375  0.118
H9 5.54816 0.07451 -3.18693  0.115
H10 3.42992 -0.18384 -1.94704  0.107
C15 -5.17972 2.65008 -0.52960  -0.015
C16 -3.88145 2.94204 -0.92471  -0.033
C17 -2.92972 1.93656 -0.89552  -0.031
C18 -3.29367 0.66444 -0.46621  -0.257
C19 -4.59295 0.35735 -0.06955  0.011
C20 -5.53314 1.36623 -0.10762  -0.023
N3 -2.25214 -0.30012 -0.44598  -0.086
N4 -2.54176 -1.49464 -0.25290  0.151
C21 -1.45559 -2.41431 -0.14650  -0.285
C22 -1.78129 -3.74646 -0.12987  0.053
C23 -0.74017 -4.67276 -0.05238  0.024
C24 0.56403 -4.22338 0.01417  0.013
C25 0.80778 -2.85615 0.00775  -0.052
N5 -0.18129 -1.96176 -0.07061  -0.034
H11 -5.93060 3.42839 -0.55515  0.127
H12 -3.62042 3.93165 -1.27172  0.125
H13 -1.92438 2.13831 -1.26453  0.111
H14 -4.84478 -0.63767 0.26927  0.123
H15 -6.55127 1.16059 0.19255  0.126
H16 -2.81906 -4.04239 -0.18557  0.139
H17 -0.95737 -5.73247 -0.04644  0.138
H18 1.39536 -4.91101 0.07387  0.134
H19 1.81358 -2.45865 0.06133  0.136

---

DFT (the ωB97M-V functional and the def2-TZVPD basis) results for a molecular structure, C25H20As2F12N2O8PSTi.

Orbital gap (alpha / beta) (eV): 5.823 / 4.276
ΔE to the lowest compared entry with this formula, charge and spin (eV): 3.286
F_max (eV/Å): 3.80
Total charge: -1
HOMO energy (alpha / beta) (eV): -5.146 / -4.601

Last column: Löwdin charge in e.
Element x y z (Å)
Ti1 -0.26785 -0.46081 0.41943  1.174
O1 4.64824 -3.85125 -0.03072  0.104
C1 3.56226 -3.07220 0.12130  -0.248
C2 2.59533 -3.33202 1.09788  0.104
C3 1.50870 -2.50253 1.17632  -0.103
N1 1.35124 -1.47089 0.33712  0.010
C4 2.26629 -1.22518 -0.61574  -0.144
C5 3.39456 -1.99191 -0.74476  0.116
C6 1.76958 -0.18495 -1.55626  -0.523
O2 2.36477 0.17186 -2.53792  0.141
O3 0.57781 0.23607 -1.17862  -0.240
C7 0.31459 -2.57620 2.10433  -0.477
O4 0.18545 -3.41955 2.94885  0.155
O5 -0.50515 -1.59740 1.82500  -0.106
H1 4.61865 -4.58219 0.59718  0.120
H2 2.68398 -4.16655 1.78097  0.140
H3 4.11642 -1.78265 -1.51974  0.148
O6 0.48368 -2.75759 -1.82092  -0.248
S1 -0.94368 -2.69231 -1.63232  0.567
O7 -1.58083 -3.90383 -1.20314  -0.258
O8 -1.33816 -1.50037 -0.77142  -0.473
C8 -1.62799 -2.24697 -3.23550  -0.253
C9 -1.97717 -3.25885 -4.11769  -0.054
C10 -2.46064 -2.93338 -5.37187  -0.075
C11 -2.56123 -1.59825 -5.74342  -0.070
C12 -2.21572 -0.59087 -4.86041  -0.072
C13 -1.74680 -0.90033 -3.57951  -0.290
P1 -1.60864 0.46587 -2.31590  1.150
C14 -0.93035 1.78456 -3.39095  -0.321
C15 -1.24656 3.14175 -3.35306  -0.098
C16 -0.49350 4.06113 -4.06727  -0.087
C17 0.60251 3.64958 -4.80868  -0.091
C18 0.91576 2.30114 -4.86663  -0.070
C19 0.15666 1.38012 -4.16679  -0.109
C20 -3.43352 0.52951 -2.06269  -0.307
C21 -4.16051 1.71714 -2.10423  -0.089
C22 -5.52931 1.71579 -1.88293  -0.088
C23 -6.19013 0.53743 -1.58582  -0.094
C24 -5.47406 -0.64877 -1.52158  -0.070
C25 -4.11222 -0.65738 -1.76695  -0.080
H4 -1.87195 -4.28592 -3.79517  0.115
H5 -2.77189 -3.71279 -6.05393  0.101
H6 -2.93002 -1.33819 -6.72751  0.102
H7 -2.31623 0.44334 -5.16093  0.112
H8 -2.07992 3.50191 -2.76871  0.077
H9 -0.75226 5.11105 -4.01743  0.099
H10 1.21819 4.37956 -5.31737  0.097
H11 1.77394 1.96158 -5.42969  0.106
H12 0.43442 0.33701 -4.18595  0.102
H13 -3.66550 2.65207 -2.31434  0.072
H14 -6.07752 2.64789 -1.92828  0.099
H15 -7.25108 0.54431 -1.37469  0.097
H16 -5.97707 -1.57206 -1.26695  0.105
H17 -3.57116 -1.58661 -1.69268  0.092
N2 -1.37520 2.20358 -0.41145  0.049
H18 -0.73827 2.95396 -0.65464  0.049
H19 -0.93161 1.68413 0.33676  -0.039
H20 -2.23012 2.59221 -0.02666  0.048
F1 1.01280 0.81904 1.39887  -0.305
As1 2.01355 2.36656 1.30468  0.806
F2 1.58386 2.59584 -0.36594  -0.219
F3 3.34097 1.35607 0.84968  -0.216
F4 2.96982 3.81828 1.23186  -0.243
F5 2.38164 2.17154 2.97503  -0.220
F6 0.55305 3.21974 1.71284  -0.227
F7 -2.44943 -0.00289 0.84040  -0.283
As2 -2.79751 0.49681 2.55304  0.809
F8 -4.49231 0.23579 2.22129  -0.245
F9 -2.68676 -1.07837 3.18572  -0.194
F10 -3.09790 1.15114 4.13414  -0.238
F11 -1.09608 0.86308 2.65631  -0.236
F12 -3.03356 2.12868 1.88894  -0.265

---

DFT (the ωB97M-V functional and the def2-TZVPD basis) results for a molecular structure, C25H20BF2IN5O5ReS2.

Orbital gap (alpha / beta) (eV): 6.557 / 7.389
ΔE to the lowest compared entry with this formula, charge and spin (eV): 2.388
F_max (eV/Å): 2.15
Total charge: +1
HOMO energy (alpha / beta) (eV): -11.105 / -12.004
Spin multiplicity: 4

Last column: Löwdin charge in e.
Element x y z (Å)
Re1 -1.15156 0.00014 1.34705  1.385
C1 -0.11739 4.14183 0.41762  -0.007
C2 -0.58084 3.39013 -0.79848  -0.278
N1 -0.31849 3.89898 -1.99758  0.142
C3 -0.77266 3.26030 -3.07947  -0.067
C4 -1.48673 2.07252 -3.05118  -0.120
C5 -1.89688 1.42158 -4.35406  -0.187
O1 -3.26633 1.04524 -4.39339  -0.051
C6 -1.72449 1.49987 -1.79464  -0.078
C7 -2.42973 0.20989 -1.67946  -0.046
N2 -2.49131 -0.50327 -0.62285  -0.056
C8 -3.14503 -1.77082 -0.71621  -0.333
C9 -2.98547 -2.59528 -1.82418  -0.010
C10 -3.62346 -3.82401 -1.87525  -0.046
C11 -4.41749 -4.24481 -0.81891  -0.052
C12 -4.56259 -3.44368 0.30534  -0.125
C13 -3.91567 -2.22217 0.34415  -0.624
I1 -4.11466 -1.01004 2.01901  1.170
C14 -1.26920 2.18654 -0.68389  -0.275
O2 -1.51273 1.66643 0.54637  -0.321
H1 0.73578 4.76608 0.15645  0.084
H2 0.12364 3.48612 1.25765  0.068
H3 -0.90897 4.80328 0.77501  0.104
H4 -0.55338 3.73145 -4.03195  0.123
H5 -1.32380 0.50639 -4.50937  0.135
H6 -1.64941 2.09483 -5.17689  0.126
H7 -3.80782 1.82793 -4.53855  0.107
H8 -2.92989 -0.13396 -2.58063  0.130
H9 -2.33000 -2.28506 -2.62897  0.123
H10 -3.48499 -4.46094 -2.73797  0.118
H11 -4.91658 -5.20331 -0.85825  0.118
H12 -5.16522 -3.77165 1.14077  0.105
O3 2.72821 -4.69672 1.55329  -0.255
S1 2.25742 -4.04775 2.73131  0.667
O4 2.22059 -4.71821 3.98788  -0.251
N3 0.73369 -3.42001 2.41443  0.065
C15 0.79255 -2.15672 2.45233  -0.453
O5 -0.29575 -1.41024 2.23409  -0.302
C16 2.08488 -1.49259 2.72397  -0.149
C17 2.41082 -0.15138 2.78668  -0.023
C18 3.73786 0.18499 3.02839  -0.056
C19 4.70225 -0.80448 3.20418  -0.044
C20 4.36901 -2.15382 3.14462  -0.004
C21 3.04789 -2.46620 2.90362  -0.197
H13 1.65549 0.61906 2.67618  0.095
H14 4.02637 1.22634 3.09113  0.109
H15 5.72718 -0.51859 3.39957  0.115
H16 5.11249 -2.92559 3.29120  0.132
F1 -1.31486 2.28127 3.41254  0.172
B1 -1.43230 0.96758 3.26686  -0.768
F2 -1.71305 0.26174 4.35499  0.159
S2 0.53392 -0.72951 -0.61433  0.778
C22 1.83378 0.33891 -0.86037  -0.723
N4 1.89267 1.54403 -0.23432  0.097
C23 2.91562 2.41347 -0.38476  -0.030
C24 3.94363 2.07948 -1.20250  -0.008
C25 3.83514 0.83749 -1.85365  -0.067
N5 2.82920 0.00316 -1.70012  0.095
H17 1.11568 1.79854 0.36125  0.094
H18 2.84537 3.34213 0.16404  0.139
H19 4.78577 2.73696 -1.35036  0.120
H20 4.61186 0.51613 -2.53943  0.129